No. 1
93
Properties=species:S:1:pos:R:3 method="wB97M-V/def2-TZVPD" spin_multiplicity=2 s_squared=0.949 total_charge=+1 e_lumo_ev="-5.0 / -5.3"
Ir 0.109 0.317 -0.142
C 1.728 0.324 4.896
S 1.615 -1.386 4.300
C 1.338 -1.111 2.602
S 2.094 0.189 1.798
N 0.641 -2.022 1.998
N 0.175 -1.841 0.802
C -0.164 -2.829 0.044
C -0.848 -2.567 -1.190
C -1.392 -3.613 -1.944
C -2.070 -3.328 -3.111
C -2.179 -1.999 -3.502
C -1.600 -1.021 -2.712
N -0.958 -1.285 -1.584
H 1.705 0.261 5.980
H 0.858 0.858 4.516
H 2.657 0.781 4.569
H 0.057 -3.851 0.335
H -1.283 -4.626 -1.590
H -2.508 -4.119 -3.700
H -2.704 -1.725 -4.401
H -1.656 0.019 -3.000
C -1.077 3.036 -4.896
N 0.129 3.095 -4.118
C 1.355 3.507 -4.553
C 2.217 3.370 -3.513
N 1.528 2.872 -2.445
B 2.093 2.627 -1.037
N 3.348 1.778 -1.135
C 4.619 2.156 -0.816
C 5.420 1.062 -0.877
N 4.631 0.005 -1.237
C 5.028 -1.367 -1.382
C 3.368 0.458 -1.388
S 2.064 -0.526 -1.850
C 0.256 2.699 -2.830
S -1.040 2.103 -1.908
H -0.981 3.686 -5.763
H -1.922 3.359 -4.288
H -1.258 2.012 -5.231
H 1.518 3.872 -5.545
H 3.263 3.584 -3.456
H 2.310 3.642 -0.478
H 1.242 1.919 -0.430
H 4.853 3.170 -0.567
H 6.468 0.956 -0.691
H 6.090 -1.458 -1.168
H 4.826 -1.708 -2.398
H 4.455 -1.989 -0.689
C -0.171 4.874 0.986
C 0.055 4.511 2.456
C 1.391 3.780 2.610
C 0.060 5.775 3.326
O -1.012 3.705 2.892
Si -1.477 2.146 2.679
O -0.691 1.330 1.571
O -3.086 2.140 2.421
C -3.906 2.164 1.285
C -5.342 2.344 1.796
C -3.787 0.827 0.543
C -3.525 3.314 0.354
O -1.287 1.423 4.138
C -1.784 1.887 5.385
C -1.990 0.656 6.274
C -0.746 2.824 6.017
C -3.100 2.646 5.244
H 0.646 5.484 0.613
H -1.103 5.421 0.881
H -0.235 3.958 0.406
H 2.204 4.414 2.268
H 1.373 2.863 2.028
H 1.557 3.526 3.654
H 0.813 6.472 2.969
H 0.284 5.519 4.358
H -0.916 6.252 3.294
H -5.587 1.542 2.489
H -6.038 2.320 0.963
H -5.432 3.292 2.318
H -4.034 0.014 1.221
H -2.761 0.687 0.198
H -4.462 0.807 -0.308
H -3.510 4.248 0.908
H -4.234 3.387 -0.466
H -2.530 3.133 -0.043
H -1.059 0.111 6.393
H -2.723 -0.004 5.820
H -2.350 0.972 7.249
H 0.194 2.307 6.185
H -1.120 3.198 6.965
H -0.581 3.656 5.340
H -3.849 2.015 4.775
H -2.954 3.520 4.615
H -3.451 2.962 6.223

---

No. 2
59
Properties=species:S:1:pos:R:3 method="wB97M-V/def2-TZVPD" spin_multiplicity=5 s_squared=6.056 total_charge=-2 e_lumo_ev="4.3 / 2.2"
C -5.930 1.485 0.961
O -5.303 0.208 1.082
C -3.962 0.150 1.267
C -3.430 -1.126 1.565
C -2.107 -1.278 1.837
C -1.203 -0.172 1.810
C 0.138 -0.356 2.203
C 1.110 0.709 2.194
C 2.168 1.006 3.172
C 3.034 2.027 2.627
C 2.547 2.383 1.308
C 1.374 1.589 1.042
Fe 2.923 0.430 1.458
C 2.722 -1.155 0.279
C 3.209 -1.540 1.593
C 4.432 -0.799 1.854
C 4.699 0.052 0.705
C 3.634 -0.161 -0.268
C -1.754 1.102 1.469
C -3.091 1.265 1.205
H -6.988 1.246 0.894
H -5.736 2.108 1.838
H -5.593 1.996 0.058
H -4.129 -1.966 1.579
H -1.713 -2.254 2.126
H 0.429 -1.315 2.639
H 2.182 0.599 4.181
H 3.868 2.496 3.146
H 2.960 3.142 0.644
H 0.707 1.647 0.185
H 1.893 -1.611 -0.250
H 2.805 -2.336 2.209
H 5.082 -0.939 2.712
H 5.577 0.671 0.558
H 3.573 0.271 -1.260
H -1.111 1.980 1.483
H -3.488 2.250 0.958
H 0.977 -0.796 -2.387
C -0.023 -0.566 -2.075
C -0.887 -1.650 -1.763
O -2.094 -1.635 -1.555
O -0.185 -2.834 -1.707
C -1.067 -3.944 -1.456
C -0.259 -5.211 -1.409
C -0.549 0.715 -2.406
O -1.671 1.164 -2.194
O 0.413 1.491 -3.014
C -0.104 2.781 -3.391
C 1.020 3.624 -3.931
H -1.567 -3.774 -0.494
H -1.832 -4.009 -2.243
H -0.907 -6.040 -1.129
H 0.182 -5.439 -2.381
H 0.545 -5.143 -0.675
H -0.894 2.666 -4.149
H -0.534 3.251 -2.498
H 0.645 4.623 -4.154
H 1.828 3.719 -3.201
H 1.435 3.203 -4.850

---

No. 3
111
Properties=species:S:1:pos:R:3 method="wB97M-V/def2-TZVPD" spin_multiplicity=1 total_charge=0 e_lumo_ev=-0.5
C -1.134 -3.469 -1.744
N -1.651 -2.216 -1.157
O -1.605 -1.217 -1.843
O -2.193 -2.283 -0.065
H -0.056 -3.353 -1.832
H -1.543 -3.620 -2.739
H -1.406 -4.310 -1.117
C 1.912 -4.142 2.736
N 1.742 -3.400 1.454
O 0.626 -3.381 0.968
O 2.695 -2.775 1.028
H 2.977 -4.243 2.919
H 1.458 -5.118 2.608
H 1.459 -3.532 3.510
O 8.407 -2.445 -1.476
P 7.424 -2.073 -2.502
N 6.797 -0.554 -2.226
C 5.700 0.013 -3.009
C 7.689 0.448 -1.702
N 6.076 -2.980 -2.704
C 6.207 -4.306 -3.268
C 5.027 -2.885 -1.690
N 8.111 -2.099 -4.018
C 9.526 -1.836 -4.148
C 7.340 -1.889 -5.237
H 5.047 -0.737 -3.451
H 6.084 0.645 -3.819
H 5.087 0.619 -2.338
H 7.102 1.261 -1.259
H 8.299 0.941 -2.477
H 8.336 0.007 -0.948
H 6.760 -4.989 -2.602
H 5.220 -4.740 -3.425
H 6.799 -4.294 -4.182
H 4.053 -2.988 -2.181
H 5.136 -3.698 -0.969
H 5.022 -1.895 -1.247
H 10.014 -2.554 -4.813
H 9.697 -0.826 -4.553
H 10.032 -1.866 -3.187
H 7.944 -2.247 -6.075
H 7.119 -0.830 -5.414
H 6.416 -2.461 -5.214
O -7.002 2.445 -2.087
P -5.932 2.415 -1.085
N -4.482 2.013 -1.771
C -4.284 2.165 -3.196
C -3.331 1.603 -0.969
N -6.057 1.307 0.149
C -7.114 1.564 1.125
C -5.970 -0.105 -0.198
N -5.769 3.863 -0.280
C -6.017 5.061 -1.097
C -5.224 4.077 1.045
H -3.609 1.399 -3.583
H -3.921 3.166 -3.458
H -5.230 2.018 -3.719
H -3.357 2.172 -0.043
H -2.440 1.784 -1.569
H -3.330 0.532 -0.748
H -7.622 2.513 0.961
H -7.872 0.776 1.116
H -6.734 1.581 2.156
H -5.265 -0.246 -1.017
H -5.612 -0.683 0.655
H -6.942 -0.491 -0.521
H -5.168 5.742 -0.981
H -6.105 4.786 -2.143
H -6.912 5.588 -0.760
H -5.232 5.145 1.259
H -4.185 3.745 1.145
H -5.814 3.576 1.812
O -2.752 -1.219 5.695
P -2.338 -0.108 4.828
N -2.194 1.323 5.641
C -1.759 2.539 5.006
C -3.154 1.497 6.727
N -3.421 0.115 3.583
C -4.614 -0.718 3.491
C -3.103 0.856 2.385
N -0.879 -0.216 4.060
C -0.675 -1.129 2.951
C 0.331 0.026 4.860
H -1.415 3.249 5.763
H -2.560 3.021 4.424
H -0.928 2.386 4.320
H -2.908 2.418 7.261
H -3.070 0.673 7.429
H -4.180 1.606 6.353
H -5.380 -0.147 2.961
H -4.411 -1.639 2.935
H -4.989 -0.925 4.490
H -2.963 0.219 1.507
H -3.866 1.620 2.196
H -2.192 1.426 2.559
H -0.385 -2.123 3.313
H -1.613 -1.293 2.421
H 0.063 -0.735 2.253
H 0.412 1.059 5.183
H 1.187 -0.170 4.212
H 0.361 -0.650 5.718
C 1.249 2.915 -3.464
Br 2.793 2.529 -4.569
Br -0.254 1.853 -4.004
Br 0.850 4.794 -3.508
H 1.512 2.634 -2.454
C 1.613 0.111 -0.555
Br 3.145 1.268 -0.458
Br 1.614 -0.886 -2.192
Br 0.008 1.200 -0.389
H 1.645 -0.571 0.283

---

No. 4
96
Properties=species:S:1:pos:R:3 method="wB97M-V/def2-TZVPD" spin_multiplicity=2 s_squared=0.751 total_charge=+2 e_lumo_ev="-4.7 / -4.7"
Ce -0.317 -0.225 0.661
C -3.891 -4.747 2.414
N -3.348 -3.703 1.539
C -4.009 -3.147 0.478
C -3.167 -2.217 -0.054
N -1.995 -2.208 0.660
C -2.135 -3.108 1.624
P -0.918 -3.527 2.907
C 0.592 -3.473 1.901
N 0.936 -2.523 1.040
C 2.118 -2.932 0.470
C 2.483 -4.132 1.000
N 1.510 -4.469 1.901
C 1.538 -5.668 2.745
C -0.830 -1.905 3.739
N -0.941 -0.725 3.142
C -0.986 0.212 4.146
C -0.884 -0.411 5.352
N -0.789 -1.751 5.083
C -0.631 -2.796 6.098
H -4.853 -5.052 2.015
H -3.227 -5.607 2.433
H -4.033 -4.363 3.421
H -5.003 -3.453 0.202
H -3.338 -1.557 -0.888
H 2.637 -2.349 -0.272
H 3.333 -4.767 0.815
H 2.038 -6.461 2.198
H 2.076 -5.466 3.669
H 0.524 -5.982 2.972
H -1.103 1.265 3.950
H -0.884 -0.030 6.359
H -1.372 -2.652 6.879
H -0.786 -3.766 5.635
H 0.370 -2.751 6.519
C 2.365 4.676 -2.401
O 1.512 5.077 -3.464
C 0.972 4.211 -4.356
C 0.449 4.833 -5.496
C -0.161 4.105 -6.493
C -0.267 2.718 -6.393
C 0.242 2.095 -5.276
C 0.858 2.821 -4.251
N 1.286 2.090 -3.095
C 0.443 1.706 -2.113
N -0.766 2.271 -2.140
C -1.957 2.056 -1.387
C -2.084 1.231 -0.273
C -3.359 1.186 0.310
C -4.446 1.894 -0.178
C -4.284 2.695 -1.301
C -3.040 2.786 -1.898
O -2.822 3.518 -3.038
C -3.259 4.884 -3.012
N 0.841 0.883 -1.138
C 2.045 0.156 -1.382
C 3.192 0.372 -0.622
C 4.358 -0.346 -0.869
C 4.395 -1.277 -1.897
C 3.259 -1.506 -2.668
C 2.092 -0.809 -2.405
O 0.993 -0.998 -3.203
C 0.083 -1.967 -2.710
H 2.760 5.601 -1.989
H 3.196 4.071 -2.769
H 1.826 4.138 -1.622
H 0.548 5.908 -5.566
H -0.551 4.619 -7.362
H -0.739 2.141 -7.176
H 0.175 1.020 -5.157
H 2.217 1.708 -3.075
H -0.925 2.898 -2.922
H -3.531 0.563 1.189
H -5.415 1.821 0.299
H -5.122 3.236 -1.720
H -4.325 4.955 -2.807
H -3.057 5.287 -3.999
H -2.703 5.444 -2.258
H 3.167 1.139 0.141
H 5.244 -0.154 -0.279
H 5.308 -1.816 -2.111
H 3.270 -2.214 -3.487
H -0.728 -2.055 -3.427
H -0.349 -1.652 -1.750
H 0.565 -2.936 -2.565
I 3.814 -1.578 4.968
C 2.870 0.045 4.098
C 2.799 1.282 4.723
C 2.115 2.307 4.086
C 1.491 2.048 2.879
N 1.557 0.856 2.277
C 2.273 -0.110 2.861
H 3.268 1.448 5.684
H 2.049 3.291 4.529
H 0.916 2.817 2.376
H 2.356 -1.048 2.327

---

No. 5
20
Properties=species:S:1:pos:R:3 method="wB97M-V/def2-TZVPD" spin_multiplicity=2 s_squared=0.755 total_charge=+1 e_lumo_ev="-2.8 / -8.2"
C 0.778 1.171 2.291
C 0.322 -0.011 1.363
N 0.814 0.107 -0.041
C 2.137 -0.391 -0.171
C -0.054 -0.512 -0.997
C -1.484 0.368 -1.273
O -2.512 -0.604 -1.377
H 0.513 2.044 1.915
H 1.772 1.343 2.633
H 0.151 1.229 3.189
H -0.731 0.045 1.271
H 0.606 -1.009 1.942
H 2.981 0.330 -0.060
H 2.371 -1.321 0.492
H 2.158 -0.958 -1.146
H 0.450 -0.618 -1.904
H -0.490 -1.485 -0.800
H -1.526 0.964 -2.163
H -1.690 1.176 -0.527
H -2.355 -1.413 -0.822

---

No. 6
27
Properties=species:S:1:pos:R:3 method="wB97M-V/def2-TZVPD" smiles="C/C=C/CCC(=O)O.O.O.O" spin_multiplicity=1 total_charge=0 e_lumo_ev=0.5
O 3.046 0.214 1.252
C 2.027 -0.314 1.587
O 1.704 -0.366 2.913
C 0.976 -0.929 0.758
C 1.026 -0.412 -0.694
C -0.273 0.336 -1.142
C -1.465 -0.028 -0.729
C -2.733 0.676 -1.161
H 2.349 0.152 3.441
H -0.014 -0.852 1.213
H 0.975 -2.021 0.695
H 1.077 -1.288 -1.333
H 1.902 0.190 -0.916
H 0.076 1.232 -1.642
H -1.582 -0.969 -0.193
H -3.038 1.380 -0.392
H -3.561 -0.011 -1.335
H -2.472 1.239 -2.056
H 1.111 -3.417 -1.820
H -0.346 -3.082 -1.750
O 0.335 -3.553 -1.256
H -2.563 0.908 1.850
H -1.513 0.410 2.820
O -1.873 1.194 2.453
H 1.486 2.778 -0.133
H 1.646 3.065 -1.646
O 1.698 3.467 -0.784